[1]
Density functional theory data (ωB97M-V/def2-TZVPD) for a single C21H27N3S molecule.

## Properties
Electronic energy: -1378.90171 a.u.
Frontier orbital gap: 8.7 eV
LUMO energy: 0.7 eV
Relative energy (zero: lowest compared OMol25 entry of this formula, charge and spin): 0.074 eV
HOMO energy: -8.0 eV
SMILES: CCc1ccc(NC(=S)NC2CCN(Cc3ccccc3)CC2)cc1

Each line ends with the Löwdin charge.
CARTESIAN COORDINATES (ANGSTROEM)
C (-3.949, -2.972, -2.990)  -0.05
N (0.678, 0.290, 0.803)  0.03
H (-6.901, -2.701, -0.543)  0.10
H (5.041, 1.271, -0.679)  0.10
H (0.642, -1.412, -1.286)  0.12
H (1.182, 1.004, 0.296)  0.13
C (-5.687, -4.020, -1.712)  -0.09
H (-6.216, -4.910, -1.404)  0.10
H (-3.127, -3.051, -3.687)  0.11
C (-4.319, -1.723, -2.505)  -0.22
H (-1.947, 0.990, 1.140)  0.11
H (6.432, 2.759, -1.743)  0.07
C (4.665, 1.642, 0.261)  -0.03
C (-5.391, -1.642, -1.623)  -0.05
C (3.571, 1.008, 0.826)  -0.03
H (3.303, 2.848, 3.643)  0.11
C (0.876, 0.213, 2.133)  -0.85
C (-3.535, -0.489, -2.880)  -0.15
H (7.212, 3.560, 1.101)  0.11
C (-0.490, -0.255, 0.147)  -0.37
H (-3.636, 0.879, -0.689)  0.12
H (1.945, 0.883, 3.676)  0.12
C (5.281, 2.715, 0.888)  -0.24
C (4.772, 3.130, 2.117)  -0.04
C (3.680, 2.513, 2.687)  -0.02
H (-3.197, -0.739, -0.089)  0.13
N (-2.422, -0.183, -1.990)  -0.16
N (1.960, 0.843, 2.665)  0.04
H (0.213, 0.224, -1.827)  0.12
H (5.244, 3.953, 2.634)  0.12
C (6.464, 3.448, 0.311)  -0.21
C (-0.143, -0.654, -1.283)  -0.13
C (-2.828, 0.146, -0.637)  -0.19
H (-4.194, 0.384, -2.880)  0.12
H (-1.142, -1.446, -3.018)  0.12
C (-4.627, -4.113, -2.597)  -0.08
H (-1.715, -2.120, -1.473)  0.13
C (-1.387, -1.197, -1.983)  -0.20
H (7.430, 1.775, -0.662)  0.08
H (-5.700, -0.677, -1.247)  0.11
H (-1.324, 1.660, -0.383)  0.12
C (7.115, 2.789, -0.898)  -0.12
C (3.051, 1.449, 2.039)  -0.25
H (-4.328, -5.076, -2.984)  0.10
C (-1.648, 0.746, 0.120)  -0.13
H (-0.793, -1.137, 0.722)  0.11
H (6.140, 4.457, 0.036)  0.12
S (-0.140, -0.595, 3.160)  0.63
H (7.994, 3.358, -1.196)  0.07
H (3.152, 0.142, 0.338)  0.11
H (-3.120, -0.604, -3.885)  0.12
C (-6.070, -2.781, -1.229)  -0.08



[2]
Density functional theory data (ωB97M-V/def2-TZVPD) for a molecular structure, C21H27N3SbSeSiSr.

## Properties
Electronic energy: -3942.50191 a.u.
Net charge: +1
Frontier orbital gap: 6.8 eV
LUMO energy: -3.2 eV
Relative energy (zero: lowest compared OMol25 entry of this formula, charge and spin): 0.000 eV
HOMO energy: -10.0 eV

Each line ends with the Löwdin charge.
CARTESIAN COORDINATES (ANGSTROEM)
C (-2.786, 0.014, -4.131)  0.00
H (2.433, 4.525, -1.842)  0.09
H (-3.044, 3.882, -0.139)  0.11
C (-1.112, -5.186, 1.709)  -0.23
H (-2.626, -1.711, -1.411)  0.08
C (-1.928, 3.012, 2.931)  0.00
H (-3.806, 3.765, 2.230)  0.12
H (-2.044, 3.299, -4.243)  0.09
H (1.315, 2.503, 3.412)  0.09
H (2.008, -5.693, 2.543)  0.03
H (-3.312, -0.770, -4.657)  0.12
H (-0.997, -5.477, 0.664)  0.03
H (2.058, -5.032, 0.903)  0.03
C (-2.075, 2.276, -3.890)  -0.12
C (3.945, 2.984, -1.727)  -0.03
N (-1.451, 0.650, -2.260)  -0.07
Se (0.100, -2.164, 0.892)  0.10
H (-2.098, -4.735, 1.829)  0.03
C (-2.378, 3.522, 0.635)  -0.11
H (5.148, 1.212, -1.605)  0.12
Sr (-0.209, 0.413, -0.055)  1.06
C (-2.119, -0.289, -2.942)  -0.31
H (0.005, 2.238, 4.581)  0.09
H (0.437, 0.974, 3.430)  0.08
C (-2.124, -1.679, -2.380)  -0.03
C (3.063, 0.772, -1.398)  -0.31
N (1.807, 1.242, -1.363)  -0.06
H (-0.953, -3.029, 4.158)  0.03
C (4.150, 1.627, -1.581)  0.00
H (2.566, -1.250, -1.883)  0.09
H (-2.632, -2.369, -3.049)  0.09
C (1.912, -4.777, 1.954)  -0.23
H (-1.076, -6.092, 2.320)  0.03
C (-1.090, 3.121, 0.348)  -0.52
N (-0.232, 2.670, 1.290)  -0.05
C (1.617, 2.562, -1.530)  -0.47
C (0.334, 2.055, 3.560)  -0.01
H (4.265, -1.005, -1.445)  0.09
H (3.000, -1.013, -0.205)  0.06
H (-1.107, -2.037, -2.213)  0.07
C (-1.427, 1.919, -2.725)  -0.46
Sb (-0.341, 3.478, -1.693)  1.55
C (2.638, 3.472, -1.710)  -0.12
H (2.711, -4.096, 2.251)  0.03
Si (0.236, -3.997, 2.215)  0.05
C (0.022, -3.493, 4.000)  -0.23
H (0.095, -4.364, 4.656)  0.03
C (-0.641, 2.608, 2.564)  -0.33
H (0.792, -2.779, 4.297)  0.02
C (-2.803, 3.461, 1.961)  -0.03
H (-2.231, 2.956, 3.967)  0.12
C (3.244, -0.705, -1.225)  -0.02
C (-2.766, 1.306, -4.609)  -0.03
H (-3.276, 1.569, -5.526)  0.12
H (4.782, 3.656, -1.863)  0.12



[3]
Density functional theory data (ωB97M-V/def2-TZVPD) for a molecular structure, C21H27N4O2SbSe4SiY.

## Properties
Electronic energy: -11360.00997 a.u.
Net charge: -1
Frontier orbital gap: 5.2 eV
LUMO energy: 1.4 eV
Relative energy (zero: lowest compared OMol25 entry of this formula, charge and spin): 1.344 eV
HOMO energy: -3.7 eV

Each line ends with the Löwdin charge.
CARTESIAN COORDINATES (ANGSTROEM)
H (3.558, 0.023, 1.054)  0.00
C (1.841, -3.241, -1.125)  -0.04
C (2.982, 3.161, -1.396)  -0.17
H (-5.587, -2.876, 2.840)  0.12
H (-2.244, 0.424, 3.099)  0.11
N (-0.454, 2.477, 1.134)  0.00
C (-1.560, 4.490, 0.520)  -0.05
H (-3.164, 2.080, 1.823)  0.06
Sb (0.436, -0.174, -3.903)  -0.32
C (-0.524, -3.215, -0.880)  0.01
H (3.339, 4.193, -1.474)  0.02
H (1.935, 3.124, -1.701)  0.00
N (0.866, -2.158, 0.768)  -0.02
Se (0.429, 0.395, -1.279)  0.13
O (-4.835, -4.462, 1.723)  -0.05
H (5.049, 0.653, 0.395)  0.03
H (-5.672, -2.672, 1.084)  0.14
C (-0.349, -2.491, 0.294)  -0.29
H (-0.592, -4.532, -3.128)  0.10
H (-1.512, -3.395, -1.277)  0.10
N (-1.396, -0.882, 1.761)  0.02
H (-5.658, -4.885, 1.476)  0.09
C (4.519, 3.506, 1.272)  -0.19
H (5.549, 3.275, 0.967)  0.02
C (-2.853, 2.356, 0.816)  -0.03
H (-2.770, -3.711, 0.574)  0.13
C (-1.519, -2.034, 1.074)  -0.19
C (-3.590, -1.182, 2.644)  -0.01
C (-3.753, -2.342, 1.890)  -0.17
C (-1.580, 3.148, 0.841)  -0.33
H (4.356, 4.576, 1.089)  0.01
C (-0.329, 5.147, 0.493)  -0.06
H (-2.704, 1.448, 0.231)  0.08
C (1.931, -2.544, 0.064)  -0.15
O (1.184, -5.552, -2.952)  -0.07
Se (0.369, 2.039, -4.824)  -0.26
N (1.810, 2.282, 1.261)  -0.21
C (-2.693, -2.782, 1.118)  0.07
H (1.795, 4.949, 0.732)  0.10
H (-3.659, 2.934, 0.363)  0.08
H (2.896, -2.238, 0.446)  0.10
C (0.588, -3.589, -1.619)  -0.19
C (-2.402, -0.493, 2.544)  -0.13
C (3.963, 0.661, 0.255)  -0.19
H (3.725, 0.187, -0.701)  0.02
Si (3.268, 2.432, 0.337)  0.39
C (0.759, 3.084, 1.065)  -0.51
H (2.740, -3.465, -1.680)  0.09
Y (0.610, 0.377, 1.066)  0.97
H (0.799, -3.638, -3.718)  0.05
C (0.453, -4.315, -2.932)  -0.24
H (4.439, 3.335, 2.351)  0.02
H (2.078, -5.366, -3.254)  0.08
H (3.515, 2.564, -2.143)  0.04
Se (2.576, -1.328, -3.968)  -0.20
C (0.827, 4.464, 0.765)  -0.03
H (-4.377, -0.819, 3.293)  0.12
Se (-1.586, -1.529, -3.967)  -0.21
C (-5.062, -3.076, 1.900)  -0.21
H (-2.477, 5.002, 0.259)  0.10
H (-0.286, 6.200, 0.238)  0.11